{"formula": "C5H12N2O", "method": "the ωB97M-V functional and the def2-TZVPD basis", "symbols": ["C", "C", "C", "C", "C", "N", "N", "H", "H", "H", "H", "H", "H", "H", "H", "H", "H", "H", "H", "O"], "positions_angstrom": [[0.56, -0.93, -0.98], [1.00, 0.52, -1.10], [0.09, 1.52, -0.39], [0.55, 2.70, 0.02], [-1.61, 0.71, 0.96], [-1.18, 0.99, -0.18], [0.97, -1.61, 0.27], [1.01, -1.51, -1.79], [-0.51, -1.04, -1.03], [2.01, 0.71, -0.82], [1.03, 0.72, -2.18], [1.51, 3.06, -0.33], [-0.04, 3.38, 0.63], [-1.07, 0.97, 1.88], [-2.60, 0.29, 1.09], [1.07, -0.99, 1.06], [1.84, -2.14, 0.18], [-0.87, -2.08, 0.71], [-1.99, -3.09, 0.99], [-1.79, -2.15, 1.01]], "lowdin_charge": [-0.259, -0.148, -0.394, 0.043, -0.034, 0.030, -0.014, 0.113, 0.083, 0.102, 0.121, 0.060, 0.055, 0.095, 0.070, 0.072, 0.078, -0.021, 0.035, -0.087], "total_charge": 0, "energy_ev": -10405.8627, "homo_ev": -8.81, "de_lowest_kj_mol": 247.1}

{"formula": "C21H13BF6N5O8S", "method": "the ωB97M-V functional and the def2-TZVPD basis", "symbols": ["C", "C", "C", "C", "C", "B", "C", "C", "C", "C", "F", "F", "F", "C", "C", "C", "F", "F", "F", "C", "O", "C", "C", "O", "S", "H", "H", "H", "H", "H", "H", "H", "H", "H", "H", "H", "H", "O", "N", "C", "C", "N", "O", "C", "N", "O", "O", "C", "C", "N", "O", "O", "N", "C", "H"], "positions_angstrom": [[1.00, 1.16, -5.13], [0.32, 1.37, -3.83], [-1.07, 1.32, -3.60], [-1.47, 1.41, -2.29], [-0.44, 1.35, -1.26], [1.44, 6.03, -0.90], [-0.08, -0.02, -0.69], [1.25, -0.33, -0.39], [1.51, -1.37, 0.50], [2.91, -1.63, 0.98], [3.26, -2.94, 0.78], [3.84, -0.86, 0.33], [3.04, -1.38, 2.32], [0.49, -2.18, 0.98], [-0.82, -1.94, 0.56], [-1.93, -2.83, 1.05], [-3.13, -2.19, 1.03], [-2.05, -3.95, 0.27], [-1.71, -3.25, 2.33], [-1.10, -0.89, -0.32], [2.75, 6.04, -0.45], [3.50, 5.55, -1.60], [2.49, 5.33, -2.73], [1.27, 5.97, -2.29], [1.25, 1.78, -2.51], [0.29, 0.84, -5.89], [1.49, 2.10, -5.45], [1.79, 0.40, -5.00], [-1.75, 1.21, -4.45], [-2.52, 1.42, -1.99], [2.07, 0.23, -0.82], [0.70, -2.98, 1.68], [-2.12, -0.73, -0.66], [4.25, 6.29, -1.89], [4.00, 4.60, -1.33], [2.82, 5.75, -3.68], [2.29, 4.25, -2.88], [-5.00, 3.17, 1.88], [-3.93, 2.59, 1.82], [-2.80, 2.68, 1.03], [-1.83, 1.82, 1.61], [-2.41, 1.03, 2.58], [-3.71, 1.49, 2.67], [-0.49, 1.91, 1.15], [0.74, 1.81, 1.81], [0.90, 1.34, 2.95], [1.75, 2.23, 1.13], [-0.28, 2.43, -0.30], [-1.12, 3.66, -0.39], [-0.73, 4.96, -0.68], [0.44, 5.54, -0.05], [-1.88, 5.76, -0.20], [-2.94, 5.00, 0.14], [-2.40, 3.71, 0.14], [0.76, 2.82, -0.28]], "lowdin_charge": [-0.129, -0.648, -0.126, -0.075, -0.328, -0.691, -0.156, 0.014, -0.083, -0.509, 0.107, 0.121, 0.125, 0.065, -0.092, -0.515, 0.116, 0.110, 0.119, 0.067, 0.121, -0.110, -0.134, 0.098, 1.061, 0.075, 0.076, 0.077, 0.111, 0.117, 0.075, 0.139, 0.133, 0.122, 0.131, 0.122, 0.069, 0.037, -0.184, -0.056, -0.158, 0.130, -0.007, -0.086, -0.344, 0.010, -0.067, -0.238, -0.075, 0.058, 0.167, -0.052, 0.135, -0.152, 0.105], "total_charge": -1, "energy_ev": -73624.1298, "homo_ev": -3.17, "de_lowest_kj_mol": 235.6}

{"formula": "CH3F2OP", "method": "the ωB97M-V functional and the def2-TZVPD basis", "symbols": ["C", "O", "F", "F", "P", "H", "H", "H"], "positions_angstrom": [[-1.24, -0.08, -0.06], [0.09, -0.30, 0.30], [2.41, -0.93, -0.03], [2.10, 1.33, 0.49], [1.59, 0.28, -0.65], [-1.72, 0.94, -0.03], [-1.67, -0.49, 0.94], [-1.56, -0.74, -0.94]], "lowdin_charge": [-0.197, -0.346, -0.283, -0.306, 0.812, 0.091, 0.129, 0.101], "total_charge": 0, "energy_ev": -17852.9843, "homo_ev": [-5.65, -11.60], "multiplicity": 3, "de_lowest_kj_mol": 246.0}

{"formula": "C10H30O7", "method": "the ωB97M-V functional and the def2-TZVPD basis", "symbols": ["O", "H", "H", "C", "C", "O", "O", "H", "H", "H", "H", "H", "H", "C", "C", "O", "O", "H", "H", "H", "H", "H", "H", "C", "C", "C", "O", "H", "H", "H", "H", "H", "H", "H", "H", "C", "C", "C", "O", "H", "H", "H", "H", "H", "H", "H", "H"], "positions_angstrom": [[-0.88, 0.37, -1.04], [-0.93, 0.63, -0.10], [-1.32, -0.48, -1.08], [0.21, 3.63, 0.25], [1.43, 3.55, 1.12], [1.20, 2.97, 2.44], [-0.70, 4.63, 0.71], [-0.24, 2.66, 0.07], [0.60, 4.02, -0.70], [1.92, 4.51, 1.27], [2.19, 2.90, 0.67], [1.12, 3.71, 3.05], [-1.54, 4.18, 0.85], [-1.78, -2.74, -2.47], [-1.91, -1.84, -3.67], [-3.28, -1.62, -3.96], [-2.41, -2.20, -1.32], [-0.77, -3.02, -2.16], [-2.17, -3.75, -2.67], [-1.39, -2.26, -4.54], [-1.39, -0.90, -3.49], [-3.66, -2.42, -4.32], [-3.34, -2.07, -1.53], [1.99, -2.37, -1.25], [2.26, -0.89, -1.53], [2.74, -0.14, -0.30], [3.33, -0.92, -2.51], [1.38, -2.46, -0.35], [2.91, -2.94, -1.16], [1.47, -2.78, -2.12], [1.41, -0.43, -2.01], [3.69, -0.51, 0.08], [1.94, -0.19, 0.45], [2.83, 0.92, -0.57], [3.63, -0.02, -2.66], [0.22, -0.80, 3.28], [-1.00, -0.31, 2.54], [-2.13, 0.14, 3.47], [-0.63, 0.84, 1.69], [1.09, -0.88, 2.63], [-0.02, -1.74, 3.77], [0.53, -0.05, 4.01], [-1.39, -1.03, 1.82], [-1.68, 0.68, 4.31], [-2.68, -0.72, 3.82], [-2.82, 0.77, 2.92], [-0.05, 1.35, 2.28]], "lowdin_charge": [-0.068, -0.010, -0.004, -0.235, -0.203, -0.088, -0.054, 0.094, 0.127, 0.123, 0.104, 0.086, 0.084, -0.245, -0.243, -0.054, -0.074, 0.103, 0.122, 0.124, 0.119, 0.091, 0.093, -0.054, -0.471, -0.046, -0.074, 0.079, 0.083, 0.063, 0.115, 0.087, 0.061, 0.069, 0.076, -0.047, -0.445, -0.050, -0.113, 0.071, 0.087, 0.086, 0.135, 0.078, 0.080, 0.078, 0.059], "total_charge": 0, "energy_ev": -25188.0097, "homo_ev": -9.89, "de_lowest_kj_mol": 0.0}

{"formula": "CH3ClO2P", "method": "the ωB97M-V functional and the def2-TZVPD basis", "symbols": ["C", "O", "O", "P", "Cl", "H", "H", "H"], "positions_angstrom": [[-0.85, 0.06, 0.13], [-2.02, -0.85, 0.14], [1.80, 1.76, -0.18], [1.64, 0.62, 0.69], [2.72, -1.10, -0.26], [-1.60, -1.61, -0.08], [-1.09, 1.01, 0.50], [-0.60, 0.11, -0.94]], "lowdin_charge": [-0.288, -0.186, -0.619, 0.357, -0.198, -0.022, -0.045, 0.000], "total_charge": -1, "energy_ev": -26992.2644, "homo_ev": [-2.73, -2.73], "de_lowest_kj_mol": 399.2}

{"formula": "C4H5NO", "method": "the ωB97M-V functional and the def2-TZVPD basis", "symbols": ["O", "C", "C", "C", "C", "N", "H", "H", "H", "H", "H"], "positions_angstrom": [[-0.53, -1.23, 1.78], [-0.19, -0.43, 0.73], [0.08, 0.91, 0.62], [0.38, 1.14, -0.76], [0.30, -0.06, -1.41], [-0.06, -1.02, -0.49], [-0.97, -0.68, 2.44], [0.07, 1.63, 1.42], [0.63, 2.09, -1.21], [0.44, -0.32, -2.45], [-0.14, -2.01, -0.64]], "lowdin_charge": [0.066, -0.399, -0.052, -0.113, -0.140, 0.077, 0.111, 0.098, 0.092, 0.103, 0.157], "total_charge": 0, "energy_ev": -7766.1996, "homo_ev": -7.81, "de_lowest_kj_mol": 31.5}

{"formula": "C32H19IrN8Se", "method": "the ωB97M-V functional and the def2-TZVPD basis", "symbols": ["Ir", "Se", "N", "C", "C", "C", "C", "C", "N", "C", "C", "N", "C", "C", "C", "C", "C", "N", "H", "H", "H", "H", "H", "H", "C", "C", "N", "C", "C", "C", "C", "C", "C", "C", "C", "N", "C", "N", "H", "H", "H", "H", "H", "H", "H", "H", "H", "N", "C", "C", "C", "C", "C", "C", "C", "C", "C", "H", "H", "H", "H"], "positions_angstrom": [[-0.09, 1.06, 0.51], [-5.27, 0.18, -4.96], [-4.36, -0.96, -3.96], [-3.55, -0.25, -3.21], [-2.64, -0.84, -2.23], [-2.50, -2.21, -1.97], [-1.60, -2.62, -1.01], [-0.85, -1.68, -0.31], [-0.99, -0.37, -0.55], [-1.86, 0.04, -1.51], [-1.91, 1.47, -1.70], [-1.06, 2.16, -0.92], [-1.06, 3.50, -0.99], [-1.89, 4.17, -1.87], [-2.75, 3.46, -2.70], [-2.77, 2.07, -2.61], [-3.62, 1.18, -3.39], [-4.47, 1.61, -4.28], [-3.10, -2.93, -2.52], [-1.46, -3.67, -0.79], [-0.17, -1.96, 0.47], [-0.40, 4.02, -0.31], [-1.86, 5.25, -1.90], [-3.40, 3.97, -3.39], [3.01, 1.91, -2.38], [1.84, 1.98, -1.67], [1.48, 1.01, -0.80], [2.28, -0.07, -0.67], [3.46, -0.22, -1.38], [3.84, 0.81, -2.23], [4.30, -1.42, -1.17], [3.94, -2.69, -1.36], [2.68, -3.18, -1.94], [2.37, -4.54, -1.88], [1.18, -4.94, -2.47], [0.37, -4.09, -3.10], [0.78, -2.82, -3.13], [1.87, -2.32, -2.57], [3.27, 2.72, -3.05], [1.18, 2.83, -1.76], [1.97, -0.81, 0.06], [4.77, 0.74, -2.78], [5.32, -1.22, -0.85], [4.67, -3.45, -1.13], [3.03, -5.24, -1.40], [0.87, -5.98, -2.45], [0.15, -2.13, -3.67], [-0.80, 1.56, 10.35], [-0.67, 1.45, 9.21], [-0.51, 1.31, 7.78], [-1.12, 2.23, 6.93], [-0.97, 2.10, 5.57], [-0.20, 1.05, 5.05], [0.41, 0.12, 5.92], [0.25, 0.26, 7.28], [-0.04, 0.91, 3.66], [0.11, 0.79, 2.44], [-1.71, 3.04, 7.35], [-1.44, 2.81, 4.90], [1.00, -0.69, 5.51], [0.72, -0.44, 7.96]], "lowdin_charge": [1.400, 1.248, -0.200, -0.330, -0.056, 0.060, -0.011, -0.072, -0.064, -0.122, -0.134, -0.095, -0.090, 0.011, 0.066, -0.055, -0.330, -0.201, 0.143, 0.129, 0.126, 0.133, 0.132, 0.140, -0.001, -0.083, -0.106, -0.071, -0.182, 0.042, -0.019, -0.006, -0.261, 0.015, -0.095, 0.092, -0.212, 0.139, 0.130, 0.100, 0.116, 0.143, 0.130, 0.123, 0.123, 0.122, 0.113, 0.200, -0.155, -0.190, 0.003, 0.003, -0.242, 0.005, 0.004, -0.091, -0.237, 0.133, 0.125, 0.127, 0.133], "total_charge": 2, "energy_ev": -113580.9202, "homo_ev": [-13.72, -13.72], "de_lowest_kj_mol": 21.2}

{"formula": "C4H6O4", "method": "the ωB97M-V functional and the def2-TZVPD basis", "symbols": ["O", "C", "O", "C", "C", "C", "O", "O", "H", "H", "H", "H", "H", "H"], "positions_angstrom": [[2.34, 1.35, 0.08], [2.91, 0.26, -0.02], [2.73, -0.84, 0.52], [-0.63, 0.19, -1.02], [-0.33, -0.46, 0.27], [-1.94, -0.01, -0.06], [-2.44, 0.98, 0.40], [-2.60, -1.25, -0.22], [3.74, 0.24, -0.81], [-0.81, -0.47, -1.88], [-0.33, 1.17, -1.40], [0.21, 0.04, 1.08], [0.11, -1.47, 0.29], [-2.83, -0.91, 0.76]], "lowdin_charge": [-0.061, -0.628, -0.047, 0.063, 0.078, -0.585, 0.219, 0.101, 0.129, 0.141, 0.142, 0.123, 0.134, 0.191], "total_charge": 0, "energy_ev": -12428.2414, "homo_ev": -8.52, "de_lowest_kj_mol": 765.2}